# C26H31F4N8

5 unconnected molecules or ions with the total composition C26H31F4N8 at a distorted geometry (the ωB97M-V functional and the def2-TZVPD basis, the Open Molecules 2025 dataset).

Each line ends with the Löwdin charge.
Cartesian coordinates (Å):
N: 2.0322 2.6088 -3.6607  0.0733
C: 2.0702 1.1615 -3.5068  -0.3043
C: 1.6670 0.5414 -4.8612  -0.0974
N: 0.1858 0.6536 -5.1250  0.0927
C: -0.4925 0.5542 -3.9157  -0.3357
N: -1.5799 1.2420 -3.7039  0.3104
N: 0.0482 -0.1841 -2.8585  0.1149
C: 1.1676 0.6558 -2.3224  -0.1166
C: 1.8638 -0.0497 -1.1176  -0.3666
F: 1.3390 0.4885 0.0493  0.0895
F: 3.2101 0.2084 -1.1439  0.1020
C: 1.7200 -1.5785 -0.9910  -0.2687
F: 0.4065 -1.8942 -0.7583  0.0753
F: 2.4833 -1.9343 0.0802  0.0918
H: 1.2842 2.9249 -4.2626  0.0764
H: 2.0179 3.1086 -2.7738  0.0656
H: 3.1148 0.8849 -3.3580  0.1456
H: 1.9879 -0.5024 -4.9476  0.1278
H: 2.1819 1.1145 -5.6334  0.1351
H: -0.1299 -0.0581 -5.7801  0.1599
H: -2.0890 1.1037 -2.8418  0.1537
H: -1.9067 1.9104 -4.3855  0.1581
H: 0.4415 -1.0383 -3.2459  0.1363
H: 0.6929 1.5380 -1.8776  0.1583
H: 2.0847 -2.1128 -1.8777  0.1748
N: -4.5447 -1.9485 1.9821  0.0644
C: -4.7390 -1.7150 0.6867  -0.1415
C: -3.7441 -1.2363 -0.1539  -0.0779
C: -2.4898 -0.9868 0.3790  -0.0997
C: -2.2764 -1.2247 1.7271  -0.0670
C: -3.3358 -1.7049 2.4830  -0.1376
H: -5.7381 -1.9205 0.3133  0.0913
H: -3.9581 -1.0697 -1.2020  0.0904
H: -1.6856 -0.6149 -0.2441  0.0710
H: -1.3135 -1.0439 2.1850  0.1027
H: -3.2115 -1.9046 3.5412  0.1081
N: -8.2402 -2.6554 1.0839  0.0458
C: -9.5050 -2.2524 1.1974  -0.1589
C: -10.2269 -2.3158 2.3786  -0.0750
C: -9.6015 -2.8214 3.5077  -0.0784
C: -8.2861 -3.2419 3.4062  -0.0667
C: -7.6521 -3.1413 2.1767  -0.1623
H: -9.9615 -1.8628 0.2943  0.1005
H: -11.2527 -1.9756 2.4104  0.1009
H: -10.1312 -2.8851 4.4493  0.1059
H: -7.7562 -3.6388 4.2609  0.1024
H: -6.6233 -3.4547 2.0616  0.0790
N: 5.8991 0.6706 2.4247  0.0328
C: 4.8663 -0.0415 1.9820  -0.1474
C: 4.4313 -1.2199 2.5657  -0.0577
C: 5.1104 -1.6954 3.6763  -0.0644
C: 6.1948 -0.9714 4.1459  -0.0597
C: 6.5460 0.2006 3.4899  -0.1255
H: 4.3534 0.3593 1.1128  0.0819
H: 3.5691 -1.7341 2.1694  0.0866
H: 4.8013 -2.6094 4.1661  0.1095
H: 6.7580 -1.3018 5.0074  0.1057
H: 7.3846 0.7942 3.8348  0.1099
N: 3.1029 3.7908 -0.4602  0.0356
C: 4.0325 4.6186 -0.9452  -0.1636
C: 5.3342 4.6664 -0.4764  -0.0672
C: 5.7012 3.8051 0.5449  -0.0512
C: 4.7493 2.9420 1.0638  -0.0706
C: 3.4680 2.9815 0.5359  -0.1628
H: 3.7154 5.2715 -1.7506  0.1000
H: 6.0431 5.3582 -0.9089  0.1039
H: 6.7112 3.8055 0.9326  0.1120
H: 4.9980 2.2549 1.8624  0.0531
H: 2.7016 2.3228 0.9217  0.0894

Computed properties:
Lowest unoccupied orbital energy ... -4.39 eV
Total charge ... +1
Energy relative to the best compared isomer or geometry (same formula, charge and spin) ... 0.0 kcal per mole
Molar mass ... 531.58 g mol⁻¹


# CBr3N2

2 unconnected molecules or ions with the total composition CBr3N2 at a distorted geometry (the ωB97M-V functional and the def2-TZVPD basis, the Open Molecules 2025 dataset).

Each line ends with the Löwdin charge.
Cartesian coordinates (Å):
C: -0.2745 -1.7475 -0.3984  -1.1558
N: 1.7593 -1.2540 -1.5114  0.4231
N: 0.8350 -1.5329 -1.0101  -0.1279
Br: -0.7585 -3.5332 -0.4397  0.9497
Br: -1.1270 -0.2620 0.4053  0.9049
Br: 4.6379 0.9531 0.1724  0.0060

Computed properties:
Lowest unoccupied orbital energy (alpha / beta) ... -6.37 / -8.27 eV
Total charge ... +1
Energy relative to the best compared isomer or geometry (same formula, charge and spin) ... 59.9 kcal per mole
Molar mass ... 279.74 g mol⁻¹


# C3H4CdO3

A molecular structure, C3H4CdO3 at a distorted geometry (the ωB97M-V functional and the def2-TZVPD basis, the Open Molecules 2025 dataset).

Each line ends with the Löwdin charge.
Cartesian coordinates (Å):
O: 0.5512 -0.5266 1.6014  -0.4058
C: -0.7423 -0.9393 1.4259  -0.3454
C: -1.3283 -0.4872 0.1279  -0.1546
O: -0.6720 0.2285 -0.6359  -0.1425
Cd: 1.1963 0.4640 0.1484  1.4840
H: -1.4448 -0.5751 2.2092  0.1535
H: -0.8704 -2.0454 1.4347  0.1519
H: -2.3514 -0.7888 -0.1519  0.1557
C: 1.0646 1.4777 -2.6927  0.1626
O: 1.8693 1.3592 -1.6942  -0.1953
H: 2.7278 1.8329 -1.7728  0.1359

Computed properties:
<S²> ... 0.753
Lowest unoccupied orbital energy (alpha / beta) ... -5.23 / -5.27 eV
Total charge ... +1
Multiplicity ... 2
Molar mass ... 200.47 g mol⁻¹


# C4H13N2

A gas-phase ion, C4H13N2 (charge +2) at a distorted geometry (the ωB97M-V functional and the def2-TZVPD basis, the Open Molecules 2025 dataset).

Each line ends with the Löwdin charge.
Cartesian coordinates (Å):
C: 0.9908 -0.8443 0.1942  -0.0996
N: 1.1295 -0.5017 -1.2133  0.1407
C: 0.4960 -1.2965 -2.2745  0.0419
C: -0.2057 -0.3176 1.0319  -0.0455
N: -0.8394 0.9863 0.4836  0.0354
C: -1.1137 2.0914 1.5415  0.0865
H: 1.9344 -0.6515 0.7059  0.1517
H: 0.9181 -1.9392 0.2799  0.1702
H: 2.1323 -0.5373 -1.4304  0.1843
H: -0.4837 -0.8714 -2.5482  0.1336
H: 0.3032 -2.3039 -1.9169  0.1367
H: 1.1112 -1.2421 -3.1643  0.1236
H: 0.1287 -0.1474 2.0528  0.1393
H: -1.0073 -1.0456 1.1060  0.1417
H: -0.2567 1.2595 -0.2938  0.1501
H: -1.7263 0.6387 0.1221  0.1740
H: -2.0799 1.8018 1.9447  0.1188
H: -0.9790 3.0194 1.0054  0.1164
H: -0.4524 1.9015 2.3733  0.1001

Computed properties:
<S²> ... 0.754
Lowest unoccupied orbital energy (alpha / beta) ... -7.49 / -12.91 eV
Total charge ... +2
Energy relative to the best compared isomer or geometry (same formula, charge and spin) ... 32.4 kcal per mole
Multiplicity ... 2
Molar mass ... 89.16 g mol⁻¹


# C4H9N

A molecular structure, C4H9N at a distorted geometry (the ωB97M-V functional and the def2-TZVPD basis, the Open Molecules 2025 dataset).

Each line ends with the Löwdin charge.
Cartesian coordinates (Å):
N: -0.0573 0.9103 0.2114  -0.1352
C: 0.6542 0.6120 -1.0109  -0.3749
C: 2.0613 0.3024 -0.6338  -0.0503
C: 1.9479 -0.2688 0.6999  -0.0241
C: 0.5087 -0.0764 1.1430  -0.3212
H: -6.5522 -0.8038 -0.3103  0.0011
H: 0.5466 1.4842 -1.6782  0.1025
H: 0.2194 -0.2120 -1.6335  0.1087
H: -7.2626 -1.0109 -0.3200  -0.0011
H: 2.7004 -0.0906 -1.4221  0.1413
H: 2.2468 0.9268 0.3959  0.1897
H: 2.6697 -0.9869 1.0704  0.1245
H: 0.3743 0.2439 2.2173  0.1178
H: -0.0573 -1.0300 1.2708  0.1212

Computed properties:
Lowest unoccupied orbital energy ... -0.97 eV
Energy relative to the best compared isomer or geometry (same formula, charge and spin) ... 160.3 kcal per mole
Molar mass ... 71.12 g mol⁻¹


# C2H30N2O12

13 unconnected molecules or ions with the total composition C2H30N2O12 at a distorted geometry (the ωB97M-V functional and the def2-TZVPD basis, the Open Molecules 2025 dataset).

Each line ends with the Löwdin charge.
Cartesian coordinates (Å):
C: -3.0502 -2.1841 -0.5084  0.0251
N: -1.7292 -1.8566 -1.0752  0.0601
C: -0.5313 -2.4232 -0.7552  -0.1446
N: 0.3815 -2.1439 -1.6521  0.2666
H: -3.5953 -2.5883 -1.3591  0.1125
H: -2.8895 -2.9334 0.2961  0.1210
H: -3.4937 -1.2995 -0.0096  0.1107
H: -1.6181 -0.9917 -1.6347  0.1284
H: -0.4312 -3.0376 0.2250  0.1686
H: 1.1896 -2.6985 -1.8452  0.0963
H: -1.7118 -0.5119 1.6911  -0.0248
H: -0.8315 -1.2038 2.8199  -0.0087
O: -1.6661 -0.9084 2.5465  0.0006
H: 2.9396 -0.2806 -2.3302  0.0676
H: 2.2040 0.1051 -0.9046  0.0584
O: 2.9710 -0.3493 -1.3583  -0.0742
H: -0.8151 0.0643 -4.4909  0.0346
H: -1.8755 -0.6406 -3.8104  0.0168
O: -1.5723 0.2320 -3.9749  0.0029
H: 2.3860 0.0987 3.1428  -0.0192
H: 1.8893 -1.3506 3.2399  -0.0346
O: 2.4777 -0.7267 3.6107  -0.0280
H: -0.7945 4.0238 1.7749  0.0616
H: -0.2963 3.4032 3.0042  0.0619
O: 0.0468 3.6534 2.1257  -0.0685
H: 0.4967 3.3628 -1.8110  -0.0042
H: 0.8356 4.0496 -0.6217  0.0595
O: 0.8079 3.1393 -0.9278  -0.0564
H: 0.4696 2.4555 -3.4073  0.0285
H: -0.9465 2.2120 -3.1852  0.0196
O: -0.3388 2.9268 -3.3583  -0.0068
H: -0.5823 0.0715 -0.7283  -0.0295
H: -0.5382 1.6415 -0.3227  0.0254
O: -0.6912 0.7353 -0.0974  -0.0058
H: 2.5943 2.0316 1.5527  0.0852
H: 1.2162 1.5817 1.5105  0.0422
O: 2.1171 1.1842 1.6897  -0.0745
H: 2.7999 -1.8584 -0.2594  0.0058
H: 3.0166 -1.3129 1.1492  0.0504
O: 2.5436 -1.9954 0.6593  -0.0648
H: 0.7445 -2.0032 1.6311  -0.0100
H: 1.3798 -3.4015 1.9615  0.0828
O: 0.5874 -2.8328 2.0934  -0.0892
H: -2.2941 1.4257 0.5774  -0.0412
H: -3.7276 1.1279 0.9574  0.0168
O: -3.1805 1.7472 0.5106  -0.0248

Computed properties:
<S²> ... 0.785
Lowest unoccupied orbital energy (alpha / beta) ... -4.38 / -8.05 eV
Total charge ... +1
Multiplicity ... 2
Molar mass ... 274.26 g mol⁻¹